(1)
ORCA calculation (ωB97M-V/def2-TZVPD) on a 3-piece molecular cluster, C30H68BO7P2 overall.

Last column: Löwdin charge in e.
Atoms and positions in Å:
P 5.7760 7.0272 2.2349  0.46
P 4.1371 5.5960 2.0934  0.83
O 4.8663 -1.6178 4.9140  -0.25
O 3.9232 -0.3599 0.6977  -0.16
O 7.0259 6.5866 3.3755  -0.28
O 5.2443 8.5091 2.5505  -0.46
O 1.9282 4.8943 3.6574  -0.18
O 6.5081 7.1282 0.6368  -0.31
O 3.8974 3.8111 4.2909  -0.14
C 4.9255 -2.3803 3.6566  -0.24
C 1.9103 1.2749 0.6731  -0.17
C -0.8241 -2.5393 -1.3973  -0.12
C 2.7934 2.7981 4.3710  -0.24
C 0.1791 -1.5623 -4.2017  -0.22
C -0.3908 -2.8722 2.7360  -0.22
C -8.1290 -1.5402 -6.6827  -0.28
C 1.4481 3.7366 4.4544  -0.22
C 2.8920 1.6067 3.2386  -0.13
C 2.3895 -2.8091 2.7896  -0.22
C -0.7189 -0.3503 -4.4628  -0.26
C -0.5607 -2.8749 -3.9080  -0.22
C -5.1494 -1.2427 -4.3938  -0.11
C 6.0938 -0.7714 4.9082  -0.14
C 0.2573 2.7822 3.8560  -0.14
C -1.2694 3.3079 4.1497  -0.20
C -1.3041 -0.4263 3.4481  -0.21
C 2.9104 2.1375 1.6858  -0.19
C 2.5816 -0.1152 0.1211  -0.23
C -1.6016 -0.5126 -5.6907  -0.12
C -2.2599 2.0027 4.0282  -0.24
C -6.8584 -0.7400 -6.9762  -0.23
C -5.2875 -2.2231 -5.5483  -0.27
C -5.5501 -1.5387 -6.8922  -0.23
C -8.3674 -2.6695 -7.6731  -0.12
C -0.3944 -1.3074 2.3594  -0.21
C 1.0055 -3.6432 2.9514  -0.23
C -1.5211 -2.8282 -2.7179  -0.27
C -1.8995 0.9718 2.8058  -0.22
C 3.7047 -3.5135 3.5275  -0.15
B 3.4015 5.1512 3.8179  -0.98
H 3.4208 -3.9739 4.5884  0.12
H -1.0029 -3.4534 1.8914  0.11
H -2.0250 -3.7995 -2.6408  0.11
H 2.9094 2.1813 5.3863  0.15
H 4.0142 2.2088 1.3031  0.09
H -0.0806 0.5301 -4.6070  0.11
H 4.6998 4.3438 1.6019  -0.10
H 0.1856 -3.6585 -3.7345  0.11
H 6.0204 6.5252 0.0005  0.05
H -4.3578 -2.7999 -5.6281  0.10
H -4.3315 -0.5389 -4.5762  0.06
H -2.2675 1.3972 5.0564  0.12
H -1.3411 -0.1368 -3.5874  0.10
H 6.0510 0.0692 4.0791  0.10
H -0.0630 -3.2966 -1.1853  0.08
H -3.3753 2.3600 3.8718  0.10
H -0.9958 -0.6792 -6.5867  0.08
H 0.8610 1.1172 1.1722  0.07
H -9.3039 -3.1856 -7.4372  0.07
H 1.8621 -0.9956 0.4713  0.10
H 0.6226 -0.7511 2.2740  0.06
H -4.9314 -1.7822 -3.4658  0.07
H 2.0952 0.7331 3.4025  0.10
H 4.1376 -4.3444 2.7890  0.12
H -7.5643 -3.4109 -7.6421  0.07
H -6.0686 -0.6717 -4.2359  0.07
H -1.3743 3.7289 5.2542  0.11
H 6.2892 -0.2606 5.9691  0.11
H -1.5505 -2.5509 -0.5780  0.06
H 3.4292 6.0362 4.5935  0.06
H -1.1210 -3.1844 -4.7986  0.10
H -5.5357 -2.2997 -7.6828  0.10
H -8.1045 -1.9427 -5.6648  0.10
H -0.5949 -0.2531 4.3785  0.11
H 0.3676 2.7206 2.6760  0.12
H -1.2522 1.4253 1.9429  0.10
H 7.0601 -1.4066 4.6821  0.09
H -6.8115 0.1096 -6.2843  0.10
H 2.2735 -1.7455 3.3002  0.11
H 2.5745 -0.0647 -1.0482  0.11
H -2.2961 -1.3503 -5.5817  0.05
H -2.2107 -1.0842 3.7952  0.11
H 0.8271 -1.7195 -5.0733  0.11
H -1.0456 -3.0159 3.7240  0.11
H 0.3488 1.7192 4.3788  0.12
H 2.4694 3.2458 1.6729  0.10
H -0.3439 -1.5570 -1.3998  0.06
H 0.9924 -4.1357 4.0384  0.11
H -8.9858 -0.8563 -6.7213  0.10
H -1.6079 4.1496 3.3771  0.12
H -0.9470 -1.1725 1.3161  0.10
H 6.9817 5.5720 3.4176  0.07
H -2.3093 -2.0874 -2.8876  0.09
H -6.0780 -2.9471 -5.3242  0.10
H 3.9478 1.0791 3.4176  0.11
H -6.9326 -0.3070 -7.9802  0.11
H 4.5861 0.3308 0.3551  0.11
H 5.9528 -2.9740 3.5911  0.12
H 1.2684 4.2456 5.5112  0.17
H 4.8998 -1.6136 2.7681  0.12
H -2.9417 0.6733 2.3056  0.11
H 0.8518 -1.3279 -3.3669  0.10
H 1.0567 -4.5581 2.1867  0.12
H -4.7170 -0.8600 -7.1146  0.11
H 1.7166 1.9693 -0.2783  0.12
H -8.4423 -2.2823 -8.6940  0.07
H 2.6225 -2.7125 1.6286  0.11
H -2.1974 0.3930 -5.8483  0.07

Force components x, y, z for each atom (eV/Å):
P 0.0 4.9 0.4
P 0.3 0.1 -1.9
O 2.3 0.2 -1.6
O -0.3 1.2 -1.6
O -2.0 -1.4 -2.3
O 2.1 -5.5 -0.8
O -2.0 -1.6 -0.4
O -1.4 -1.6 1.6
O -1.3 -2.0 -0.1
C -0.1 -1.0 -0.5
C 0.7 1.1 -0.6
C -0.1 0.1 0.2
C 0.7 0.3 1.7
C 0.1 0.0 0.2
C -1.1 -0.6 0.0
C 0.0 0.2 -0.1
C 2.1 0.1 -1.2
C 1.2 -0.3 -0.4
C 0.2 0.1 0.4
C 0.2 0.0 0.0
C -0.1 0.1 -0.2
C 0.0 -0.1 0.2
C 0.8 0.6 0.4
C -0.8 1.3 0.2
C -0.1 -0.6 0.0
C 0.8 -0.4 -0.6
C -1.3 0.7 0.2
C -1.2 0.3 0.5
C -0.2 0.1 0.0
C -0.7 0.3 0.1
C 0.1 0.1 0.2
C 0.1 0.1 -0.1
C 0.0 -0.1 -0.1
C -0.2 -0.2 0.1
C -1.6 1.2 -0.2
C 0.8 -1.3 0.4
C 0.1 -0.2 -0.1
C -1.1 -0.9 0.5
C 0.1 0.8 -0.8
B -1.9 -2.3 1.7
H 0.7 1.0 -2.3
H 1.3 1.3 1.8
H 0.0 0.1 -0.1
H -0.1 1.4 -1.9
H -2.2 -0.2 0.6
H -0.1 -0.1 0.1
H 0.3 0.9 0.4
H 0.0 0.0 0.0
H 0.7 1.0 1.3
H -0.1 0.0 0.0
H -0.1 0.0 0.0
H 0.2 1.3 -2.2
H 0.1 0.0 0.0
H -0.2 -1.6 1.7
H 0.0 0.1 0.0
H 2.2 -0.6 0.4
H -0.1 0.0 0.0
H 2.1 0.1 -0.8
H 0.1 0.0 -0.1
H 1.9 1.7 -0.8
H -1.7 -1.4 0.2
H 0.0 0.1 -0.1
H 1.5 2.1 -0.3
H -1.0 1.6 1.8
H -0.1 0.1 0.0
H 0.1 0.0 0.0
H 0.3 -0.7 -2.4
H -0.9 -1.2 -2.3
H 0.2 0.0 0.0
H 0.9 0.8 0.5
H 0.1 0.0 0.0
H 0.0 0.1 0.1
H 0.0 0.1 0.0
H -1.6 -0.1 -1.8
H 0.1 -0.1 2.7
H -1.0 -0.8 1.9
H -1.9 0.9 0.4
H 0.0 -0.1 -0.1
H 0.3 -2.1 -1.3
H 0.3 -0.3 2.1
H 0.1 0.0 -0.1
H 1.7 1.3 -0.6
H -0.1 0.0 0.1
H 1.5 0.4 -2.1
H 0.0 2.3 -1.2
H 1.0 -2.3 0.1
H 0.0 -0.1 0.0
H 0.1 1.1 -2.3
H 0.1 -0.1 0.1
H 0.9 -1.8 1.7
H 1.3 -0.3 2.0
H 0.1 2.1 0.0
H 0.0 0.0 -0.1
H 0.0 0.0 -0.1
H -2.3 1.1 -0.2
H 0.0 0.0 0.0
H -1.8 -1.4 0.7
H -1.9 1.2 0.3
H 0.1 -1.8 -1.8
H -0.2 -1.6 1.4
H 2.3 0.6 0.9
H -0.1 -0.1 -0.1
H -0.1 1.9 1.7
H -0.1 -0.1 0.0
H 0.4 -1.4 2.0
H 0.0 -0.1 0.1
H -0.4 0.1 2.6
H 0.0 -0.1 -0.1

Max |F|, eV Å⁻¹: 5.95
Calculated total energy, eV: -65795.4155
E_LUMO, eV: 1.98
Spin multiplicity: 1
Charge: -1
Gap between HOMO and LUMO, eV: 6.79

***

(2)
ORCA calculation (ωB97M-V/def2-TZVPD) on a 7-piece molecular cluster, C26H50Cl4N3O9P overall.

Last column: Löwdin charge in e.
Atoms and positions in Å:
Cl 4.0697 3.9447 -2.4725  0.55
Cl 0.2150 -0.3143 -0.5119  0.65
Cl 4.2514 0.9504 -0.6530  0.60
Cl -1.6837 -2.8620 -1.3761  0.62
P -2.3750 4.8638 -2.1339  0.54
O 4.1318 -3.5942 -0.3366  0.02
O 0.6706 3.1791 0.5883  0.10
O 3.5956 -5.2048 1.0905  0.13
O -3.0847 5.2826 -3.3517  -0.28
O -2.1504 -6.1523 -0.1613  0.11
O 0.0390 -2.1839 3.3738  0.00
O -0.0154 -4.2244 2.4537  0.13
O -0.6465 -7.7124 -0.5639  0.02
O 2.3874 2.9092 2.0293  0.02
N -3.0362 3.4058 -1.5090  -0.29
N -0.7895 4.4505 -2.3785  -0.30
N -2.4130 5.9776 -0.8730  -0.30
C 0.2634 5.4651 -2.5240  -0.09
C -2.3537 2.5815 -0.5505  -0.16
C -0.2748 -4.0224 4.8701  -0.05
C -4.3001 2.9268 -2.0149  -0.12
C 2.9564 1.6336 -1.6159  -0.70
C 1.3462 1.4116 3.5240  -0.16
C 2.1504 -3.3513 -1.5322  -0.16
C -1.7995 5.7184 0.4135  -0.11
C 0.3423 -6.9192 -2.5538  -0.14
C 0.2560 -2.8171 5.6596  -0.15
C -1.3511 -6.6170 -0.9120  -0.52
C -0.0921 -3.5418 3.4244  -0.46
C 0.0381 -1.6419 4.7040  -0.15
C -1.6911 -2.1523 0.2572  -0.60
C 0.2034 -8.1443 -1.6420  -0.15
C -0.4727 3.1420 -2.9640  -0.09
C 0.3322 2.2901 2.8426  -0.08
C 1.8438 -4.0862 -0.2265  -0.07
C 1.0930 2.8379 1.6528  -0.47
C 3.2386 -4.3930 0.2942  -0.49
C 2.6372 2.2365 3.2692  -0.13
C -3.1674 7.2176 -1.0171  -0.11
C -1.3272 -0.6689 0.2283  -0.66
C 3.4927 2.2938 -2.8749  -0.63
C -1.0088 -6.2250 -2.3299  -0.08
C 3.4342 -2.6334 -1.1484  -0.17
H 0.5333 5.5055 -3.5798  0.08
H -0.1673 6.4247 -2.2365  0.08
H 1.3165 -5.0385 -0.2814  0.11
H 3.4330 1.5066 3.1289  0.13
H 2.3019 0.7824 -1.8017  0.02
H 0.0680 3.1302 3.4887  0.14
H 2.8800 2.9337 4.0654  0.13
H 2.4513 2.3446 -0.9651  0.03
H -0.3741 -2.6890 6.5433  0.11
H 1.2390 -6.3960 -2.2343  0.10
H 1.1188 5.2366 -1.8905  0.06
H -2.7694 8.0300 -0.4095  0.08
H -1.8568 -6.5755 -2.9217  0.14
H -1.2650 2.8747 -3.6668  0.09
H -2.0663 -0.1457 -0.3717  0.04
H -1.0162 -2.6991 0.9109  0.04
H 1.1358 -8.4248 -1.1589  0.12
H 1.2676 -2.9115 6.0459  0.12
H -0.2852 2.3778 -2.2107  0.05
H -0.5682 1.7422 2.5653  0.12
H -0.7075 5.6943 0.3051  0.07
H 2.2669 -4.0001 -2.3995  0.11
H 1.3881 0.3890 3.1616  0.10
H -1.2494 -0.3692 1.2728  0.06
H 0.3590 -4.8970 4.9717  0.13
H -1.0001 -5.1398 -2.4341  0.06
H -1.3266 -4.2089 5.0651  0.13
H 4.3540 1.7738 -3.2851  0.06
H -5.2176 3.3432 -1.5816  0.08
H 1.3720 -2.6350 -1.8028  0.06
H -2.3581 1.5393 -0.9025  0.05
H 1.3189 -3.4801 0.5122  0.10
H -0.9460 -1.1906 4.8410  0.13
H 3.1998 -1.8314 -0.4420  0.09
H 0.4080 3.2791 -3.5940  0.07
H -2.1316 6.4157 1.1776  0.08
H -2.7182 -2.2335 0.6061  0.08
H 2.7365 2.3393 -3.6559  0.06
H 0.8451 -0.9255 4.8107  0.10
H -0.2128 -8.9949 -2.1822  0.12
H -1.3154 2.8456 -0.3498  0.04
H -4.3380 1.8375 -1.9772  0.08
H 3.9646 -2.1942 -1.9881  0.12
H 1.1771 1.4240 4.6031  0.11
H -3.1586 7.5389 -2.0577  0.07
H -4.2060 7.0398 -0.7157  0.08
H -4.3890 3.2412 -3.0601  0.07
H -2.8887 2.5929 0.4129  0.09
H 0.4408 -7.1815 -3.6061  0.11
H -1.9992 4.7225 0.8268  0.06

Force components x, y, z for each atom (eV/Å):
Cl -0.1 -0.1 -0.2
Cl 0.9 0.1 -0.2
Cl 0.9 -0.3 0.6
Cl 0.1 0.1 0.0
P -0.2 -1.4 1.0
O 0.8 0.1 -0.6
O 0.4 0.2 -0.1
O -0.1 -0.2 0.3
O -0.5 0.5 0.2
O -0.3 0.5 0.1
O 0.2 -0.2 0.1
O -0.1 0.1 -0.5
O 0.2 -0.5 -0.3
O 0.5 0.3 -0.6
N 0.9 1.3 -0.7
N 0.5 -0.2 0.8
N 0.2 0.2 -0.8
C -1.0 -0.2 0.1
C -0.5 -0.6 0.5
C 1.2 1.0 -0.7
C -0.3 0.4 -1.0
C -0.3 0.0 -0.2
C 0.5 1.3 1.3
C -0.8 0.6 0.1
C 0.7 -1.0 0.0
C -0.7 -0.7 -0.5
C -1.3 -0.2 0.7
C -0.3 -0.2 0.2
C 0.0 -0.3 0.5
C 0.0 -0.4 0.2
C 0.2 0.5 -0.1
C 0.3 0.3 0.1
C -0.2 0.9 -0.5
C -0.7 -0.6 -0.4
C 0.4 -0.6 -0.1
C -0.3 -0.2 0.9
C 0.0 0.2 -0.3
C -0.6 -1.6 -0.4
C -0.5 -0.3 -0.2
C -0.7 -1.0 0.1
C 0.0 0.0 0.2
C 0.5 0.7 0.6
C -1.1 0.1 0.8
H 0.3 0.2 0.0
H 0.2 0.1 0.0
H -0.2 0.1 -0.2
H 0.4 0.5 -0.1
H -0.1 0.3 -0.4
H -0.1 0.0 -0.1
H -0.1 0.2 -0.1
H -0.2 0.0 -0.2
H 0.2 0.2 0.0
H -0.3 0.7 -0.1
H 0.1 0.0 -0.1
H 0.2 -0.2 0.1
H 0.3 -0.3 -0.3
H -0.1 -0.4 0.2
H 0.0 0.1 0.5
H 0.0 -0.2 -0.2
H 0.1 -0.2 -0.2
H 0.2 -0.1 -0.5
H 0.0 -0.1 -0.1
H -0.1 0.3 -0.2
H 0.0 0.5 0.3
H 0.3 -0.3 0.1
H 0.1 0.1 -0.3
H -0.3 0.4 -0.1
H -0.4 -0.3 0.1
H 0.1 -0.2 0.1
H 0.0 -0.2 0.0
H 0.0 -0.1 0.1
H 0.2 -0.1 0.7
H 0.0 0.0 0.1
H 0.0 0.3 0.0
H 0.0 0.1 -0.1
H 0.2 0.2 0.2
H -0.1 0.3 -0.3
H 0.2 -0.1 0.2
H 0.1 0.3 -0.2
H 0.0 -0.1 0.2
H -0.1 0.3 0.1
H -0.2 0.2 -0.2
H -0.3 -0.1 0.3
H -0.2 0.3 -0.2
H 0.0 0.0 0.1
H 0.7 -0.5 0.1
H -0.1 -0.4 0.0
H -0.1 -0.1 0.0
H -0.1 0.3 0.0
H 0.1 -0.2 0.0
H 0.1 -0.1 0.0
H 0.3 -0.2 0.1
H -0.4 0.0 -0.2

Max |F|, eV Å⁻¹: 1.90
Calculated total energy, eV: -110051.5688
Structure (SMILES): CN(C)P(=O)(N(C)C)N(C)C.O=C1CCCO1.O=C1CCCO1.O=C1CCCO1.O=C1CCCO1.ClCCCl.ClCCCl
E_LUMO, eV: 0.16
ΔE to the lowest compared entry with this formula, charge and spin, eV: 0.0000
Spin multiplicity: 1
Charge: 0
Gap between HOMO and LUMO, eV: 8.33